83
Properties=species:S:1:pos:R:3 method="wB97M-V/def2-TZVPD" e_homo_ev=-5.91
O 0.02 4.39 -1.28
O 1.45 4.09 -3.20
C -1.19 5.09 -0.81
C -2.14 4.18 -0.04
H -1.58 5.42 -1.76
H -0.91 5.96 -0.17
H -2.34 3.23 -0.54
H -3.09 4.74 -0.02
H -1.81 4.00 0.99
C 0.90 3.84 -0.24
C 2.05 4.78 -0.07
H 1.18 2.84 -0.59
H 0.33 3.70 0.72
H 2.66 4.78 -0.98
H 2.66 4.42 0.76
H 1.70 5.80 0.13
C 2.66 3.58 -3.83
C 0.74 5.19 -3.84
C 3.52 2.88 -2.81
H 3.16 4.49 -4.18
H 2.36 2.99 -4.71
H 4.02 3.63 -2.15
H 4.25 2.28 -3.42
H 2.93 2.14 -2.21
C 1.32 6.35 -3.12
H -0.34 4.99 -3.69
H 1.02 5.14 -4.89
H 1.16 6.25 -2.02
H 0.79 7.25 -3.45
H 2.41 6.39 -3.34
H 0.78 3.60 -2.68
Hg -0.33 -0.58 -1.62
C -0.19 1.26 -2.52
Si -1.01 1.73 -4.12
H 0.94 1.30 -2.53
H -0.48 2.03 -1.76
C -2.43 2.99 -3.95
C -1.82 0.09 -4.63
C 0.00 2.20 -5.64
C -2.41 -0.54 -1.11
Si -3.32 -2.15 -0.99
H -2.88 0.18 -1.79
H -2.22 -0.03 -0.14
C -3.78 -2.83 -2.69
C -4.90 -1.88 -0.01
C -2.28 -3.41 -0.08
H -0.57 1.86 -6.53
H 0.96 1.67 -5.64
H 0.20 3.27 -5.78
H -3.20 2.57 -3.29
H -2.87 3.13 -4.95
H -2.18 3.99 -3.56
H -2.32 -0.39 -3.78
H -1.06 -0.61 -5.01
H -2.57 0.26 -5.43
H -5.39 -0.95 -0.35
H -4.67 -1.78 1.06
H -5.59 -2.73 -0.15
H -2.08 -3.09 0.95
H -1.30 -3.60 -0.56
H -2.84 -4.35 -0.06
H -4.00 -3.91 -2.66
H -2.96 -2.67 -3.41
H -4.67 -2.31 -3.07
B 1.63 -2.75 0.29
N 1.06 -1.63 1.25
C 1.14 -1.54 2.60
C 0.55 -0.32 2.97
C 0.14 0.29 1.77
N 0.50 -0.49 0.73
N 2.40 -1.95 -0.82
C 3.74 -1.85 -0.98
C 4.01 -1.02 -2.06
C 2.74 -0.65 -2.57
N 1.79 -1.21 -1.80
H 0.81 -3.52 -0.12
H 2.48 -3.31 0.91
H 1.58 -2.33 3.19
H 0.43 0.07 3.96
H -0.38 1.23 1.61
H 4.44 -2.38 -0.33
H 4.97 -0.77 -2.44
H 2.51 -0.04 -3.44

89
Properties=species:S:1:pos:R:3 method="wB97M-V/def2-TZVPD" e_homo_ev=-5.80 total_charge=-1
C -1.82 -4.70 0.21
C -2.07 -3.29 0.76
N -0.84 -2.49 0.82
C -1.13 -1.10 1.23
C -1.15 -0.97 2.76
S 0.15 0.17 3.24
O 1.39 -0.55 2.98
O -0.06 1.37 2.45
N -0.22 0.38 4.77
S 0.96 0.61 5.82
O 1.93 1.62 5.44
O 1.50 -0.63 6.33
C -0.02 1.34 7.13
C 0.19 0.74 8.52
C 1.65 0.61 9.00
C 1.95 1.68 10.05
S 3.69 1.85 10.36
O 3.89 2.67 11.52
O 4.30 0.56 10.30
O 4.18 2.65 9.08
C -0.24 -2.41 -0.49
C 1.22 -2.70 -0.50
O -0.85 -2.08 -1.46
H -2.23 -4.82 -0.78
H -2.24 -5.46 0.87
H -0.75 -4.91 0.15
H -2.47 -3.35 1.77
H -2.81 -2.78 0.13
H -2.05 -0.73 0.77
H -0.33 -0.47 0.84
H -0.87 -1.93 3.19
H -2.10 -0.64 3.15
H 0.15 2.42 7.12
H -1.06 1.20 6.84
H -0.33 1.40 9.22
H -0.33 -0.22 8.58
H 1.80 -0.37 9.44
H 2.37 0.67 8.19
H 1.50 1.47 11.02
H 1.58 2.64 9.69
H 4.08 3.60 9.24
H 1.66 -2.39 0.45
H 1.68 -2.10 -1.29
H 1.41 -3.76 -0.67
C 6.68 0.02 -0.56
C 5.16 0.02 -0.44
O 4.61 -1.24 -0.12
C 5.00 -1.80 1.13
C 4.62 -0.95 2.33
H 7.00 -0.75 -1.27
H 7.02 0.99 -0.91
H 7.16 -0.18 0.39
H 4.71 0.30 -1.39
H 4.84 0.78 0.29
H 6.07 -2.02 1.12
H 4.48 -2.75 1.18
H 5.18 -0.01 2.36
H 4.85 -1.49 3.25
H 3.56 -0.71 2.33
C -2.22 1.41 -2.01
C -3.24 0.39 -2.48
O -4.23 0.92 -3.36
C -3.74 1.46 -4.57
C -3.00 0.47 -5.44
H -2.72 2.27 -1.56
H -1.56 0.96 -1.26
H -1.60 1.78 -2.83
H -3.79 0.00 -1.63
H -2.74 -0.47 -2.94
H -3.12 2.34 -4.37
H -4.63 1.82 -5.09
H -2.07 0.14 -4.98
H -2.75 0.93 -6.40
H -3.61 -0.41 -5.63
C -3.21 -0.41 -9.87
C -4.23 0.63 -9.44
O -3.67 1.88 -9.08
C -2.96 2.55 -10.10
C -3.80 2.90 -11.32
H -2.44 -0.52 -9.11
H -3.69 -1.37 -10.03
H -2.71 -0.13 -10.80
H -4.74 0.27 -8.54
H -5.00 0.76 -10.21
H -2.07 1.98 -10.40
H -2.60 3.47 -9.63
H -4.13 2.01 -11.86
H -3.22 3.51 -12.01
H -4.69 3.45 -11.02

91
Properties=species:S:1:pos:R:3 method="wB97M-V/def2-TZVPD" e_homo_ev=-9.21 smiles="COC[C@H](C)N.COC[C@H](C)N.COC[C@H](C)N.CCOC(=O)OC.CCOC(=O)OC.ClCCl.ClCCl"
C -14.70 -4.70 23.17
C -16.20 -4.31 23.40
C -16.53 -2.86 22.82
O -15.80 -1.87 23.45
C -16.03 -0.59 22.99
N -17.09 -5.35 22.81
H -14.23 -5.63 23.51
H -14.07 -4.06 23.79
H -14.56 -4.57 22.09
H -16.44 -4.30 24.46
H -17.58 -2.59 22.92
H -16.37 -2.91 21.74
H -17.10 -0.37 22.96
H -15.57 -0.45 22.01
H -15.57 0.02 23.77
H -17.99 -5.01 22.48
H -16.61 -5.75 22.02
C -15.37 -8.17 25.25
C -14.28 -8.59 26.25
C -12.87 -8.50 25.62
O -11.87 -9.03 26.54
C -10.60 -8.54 26.31
N -14.47 -7.74 27.40
H -16.33 -8.68 25.31
H -14.98 -8.26 24.24
H -15.76 -7.17 25.42
H -14.28 -9.65 26.52
H -12.85 -7.43 25.41
H -12.74 -9.05 24.68
H -9.86 -9.03 26.94
H -10.54 -7.48 26.56
H -10.19 -8.66 25.31
H -14.86 -6.85 27.14
H -13.62 -7.58 27.93
C -4.34 -5.75 27.88
C -5.69 -6.48 27.71
C -6.42 -6.83 29.11
O -7.59 -7.54 28.75
C -7.43 -8.91 28.49
N -6.69 -5.76 26.89
H -3.64 -6.34 28.47
H -4.44 -4.79 28.39
H -3.75 -5.60 26.98
H -5.52 -7.47 27.28
H -6.71 -5.96 29.69
H -5.78 -7.40 29.78
H -8.39 -9.38 28.32
H -7.14 -9.49 29.37
H -6.77 -9.16 27.66
H -7.34 -5.25 27.47
H -7.32 -6.36 26.39
C -7.94 -13.05 27.93
C -8.73 -12.44 26.78
O -10.13 -12.75 27.10
C -11.07 -12.62 26.10
O -10.91 -12.32 24.91
O -12.26 -13.10 26.57
C -12.58 -12.85 27.90
H -6.94 -13.37 27.62
H -8.43 -13.99 28.22
H -7.86 -12.44 28.83
H -8.58 -12.87 25.79
H -8.63 -11.35 26.76
H -13.48 -13.39 28.20
H -12.89 -11.82 28.06
H -11.85 -13.14 28.65
C -18.02 -9.59 20.26
C -17.83 -9.24 21.80
O -17.27 -10.20 22.76
C -15.95 -10.42 22.88
O -15.01 -10.07 22.12
O -15.83 -11.25 23.88
C -14.49 -11.65 24.37
H -17.04 -9.66 19.79
H -18.55 -8.67 20.02
H -18.63 -10.47 20.03
H -18.86 -9.08 22.11
H -17.26 -8.32 21.97
H -14.46 -12.74 24.48
H -14.20 -11.24 25.33
H -13.62 -11.44 23.76
C -11.48 -9.03 29.99
Cl -11.50 -7.33 29.42
Cl -10.69 -9.30 31.53
H -12.51 -9.29 30.26
H -11.05 -9.65 29.21
C -17.16 -10.53 28.18
Cl -17.23 -11.02 29.83
Cl -17.47 -11.71 26.94
H -17.91 -9.74 28.06
H -16.16 -10.10 28.11

87
Properties=species:S:1:pos:R:3 method="wB97M-V/def2-TZVPD" e_homo_ev=-11.20 total_charge=+1
C -5.14 -2.49 1.53
C -3.62 -2.55 1.92
I -3.31 -3.52 3.87
C -2.85 -1.19 1.76
I -0.76 -1.53 2.32
C -3.52 0.05 2.50
N -3.87 1.05 1.45
C -5.01 0.87 0.98
O -6.14 0.92 0.68
C -4.50 -0.15 3.70
C -4.54 1.37 4.16
N -3.37 1.88 3.92
C -2.43 0.87 3.33
H -5.48 -3.51 1.24
H -5.71 -2.25 2.45
H -5.34 -1.79 0.69
H -3.14 -3.26 1.20
H -2.80 -0.92 0.68
H -5.56 -0.34 3.41
H -4.18 -0.76 4.57
H -5.42 1.89 4.58
H -3.14 2.86 4.10
H -2.05 0.35 4.24
H -1.62 1.35 2.73
C 2.50 -0.83 -0.51
C 3.43 -0.38 0.60
O 2.78 0.57 1.44
H 2.18 0.02 -1.11
H 2.99 -1.56 -1.16
H 1.60 -1.29 -0.10
H 4.32 0.09 0.19
H 3.74 -1.23 1.21
H 2.00 0.15 1.82
C -7.02 -4.14 -2.25
C -5.56 -4.07 -1.84
O -5.37 -4.66 -0.55
H -7.65 -3.63 -1.51
H -7.17 -3.68 -3.22
H -7.36 -5.18 -2.29
H -5.23 -3.03 -1.77
H -4.93 -4.59 -2.56
H -5.66 -5.58 -0.61
C 3.48 -5.34 1.50
C 2.62 -4.09 1.40
O 2.47 -3.48 2.69
H 3.03 -6.06 2.19
H 3.59 -5.81 0.52
H 4.47 -5.10 1.89
H 1.63 -4.34 1.04
H 3.07 -3.37 0.72
H 3.35 -3.25 3.01
C 3.36 -7.77 -3.06
C 2.23 -6.81 -2.73
O 2.71 -5.70 -1.98
H 3.84 -8.12 -2.15
H 2.99 -8.63 -3.62
H 4.13 -7.26 -3.65
H 1.47 -7.31 -2.12
H 1.75 -6.45 -3.64
H 3.37 -5.25 -2.52
C 0.92 4.59 0.48
C 2.19 4.86 1.26
O 2.38 3.87 2.26
H 0.06 4.58 1.15
H 0.76 5.35 -0.29
H 0.97 3.61 0.00
H 2.13 5.83 1.75
H 3.06 4.86 0.60
H 2.44 3.02 1.82
C -0.12 7.87 -3.48
C 0.85 7.37 -2.43
O 1.60 6.26 -2.92
H -0.81 7.07 -3.77
H -0.70 8.71 -3.11
H 0.41 8.18 -4.39
H 0.31 7.05 -1.54
H 1.55 8.17 -2.14
H 2.08 6.55 -3.70
C 6.17 6.26 -2.23
C 5.55 4.91 -1.93
O 4.19 5.05 -1.54
H 6.11 6.91 -1.36
H 7.22 6.16 -2.52
H 5.63 6.76 -3.04
H 6.08 4.42 -1.11
H 5.60 4.25 -2.80
H 3.72 5.47 -2.27

103
Properties=species:S:1:pos:R:3 method="wB97M-V/def2-TZVPD" e_homo_ev=-7.40 total_charge=-1
O 1.78 2.10 -1.75
C 1.21 1.73 -0.67
O 0.91 0.57 -0.41
B 0.29 0.60 0.90
O 0.42 1.99 1.37
C 0.97 2.57 0.41
O 0.95 3.81 0.21
O 0.98 -0.24 1.88
C 0.30 -1.17 2.23
O 0.64 -1.90 3.16
C -0.95 -1.02 1.56
O -1.04 0.01 0.94
O -1.94 -1.76 1.62
C 0.42 5.45 -2.78
C 1.64 6.21 -2.38
O 1.73 6.30 -1.02
O 0.15 5.55 -4.23
H -0.55 5.73 -2.41
H 0.48 4.44 -2.58
H 1.62 7.06 -3.02
H 2.63 5.87 -2.60
H 1.50 5.56 -0.80
H -0.33 6.41 -4.31
C 4.21 -1.52 4.04
C 3.35 -0.77 5.15
O 2.32 -1.71 5.61
O 5.13 -0.71 3.39
H 3.50 -1.76 3.35
H 4.44 -2.32 4.62
H 3.16 0.30 4.72
H 4.04 -0.62 5.96
H 1.66 -1.77 5.01
H 4.84 0.15 3.02
C -2.78 -1.26 5.96
C -3.92 -1.61 4.92
O -3.58 -2.82 4.21
O -3.22 0.11 6.44
H -1.93 -0.95 5.54
H -2.62 -2.08 6.56
H -4.31 -0.74 4.15
H -4.75 -1.65 5.61
H -3.41 -2.47 3.39
H -2.52 0.63 6.06
C -3.42 2.70 -2.30
C -4.73 1.99 -2.50
O -5.22 2.43 -3.74
O -2.80 2.17 -1.17
H -3.52 3.85 -2.21
H -2.84 2.65 -3.05
H -5.64 2.24 -1.81
H -4.53 1.04 -2.44
H -5.97 1.89 -3.87
H -2.86 1.23 -1.02
C -4.62 -0.73 0.06
C -3.81 -1.56 -0.89
O -2.72 -0.73 -1.33
O -5.56 -1.41 0.71
H -5.13 0.19 -0.41
H -3.78 -0.51 0.72
H -4.26 -1.89 -1.95
H -3.69 -2.56 -0.46
H -2.55 -1.09 -2.29
H -6.02 -1.84 -0.11
C -1.31 -5.17 4.07
C 0.32 -5.44 4.04
O 0.50 -6.16 2.76
O -1.60 -4.53 5.17
H -1.81 -6.20 3.90
H -1.51 -4.61 3.18
H 0.66 -6.05 4.79
H 0.95 -4.51 4.14
H 1.48 -6.14 2.63
H -2.13 -3.78 4.87
C -0.26 0.46 -4.59
C -0.80 -0.79 -3.81
O -2.24 -0.63 -3.98
O 1.15 0.59 -4.25
H -0.77 1.49 -4.51
H -0.08 0.21 -5.65
H -0.49 -0.55 -2.82
H -0.36 -1.77 -4.14
H -2.56 -0.76 -4.76
H 1.14 1.26 -3.50
C 3.41 -1.73 -0.15
C 2.88 -2.19 -1.49
O 1.48 -2.05 -1.52
O 4.77 -2.05 -0.21
H 2.78 -2.08 0.75
H 3.43 -0.55 -0.02
H 2.98 -3.23 -1.94
H 3.16 -1.58 -2.30
H 1.27 -1.11 -1.36
H 4.88 -2.79 0.43
C 4.63 2.45 -3.73
C 4.38 1.79 -5.07
O 5.44 0.83 -5.31
O 3.77 3.45 -3.51
H 5.66 2.81 -3.67
H 4.60 1.76 -3.04
H 4.23 2.35 -6.10
H 3.38 1.27 -4.86
H 5.69 0.38 -4.45
H 3.16 2.98 -2.92

For each record above, in turn, the calculated lowest unoccupied orbital energy values are -0.05, 2.07, 0.48, -4.30, 1.44 eV.
For each record above, in turn, the calculated energy relative to the best compared isomer or geometry (same formula, charge and spin) values are 1.723, 0.000, 2.497, 0.000, 10.167 eV.